#P
{"formula": "C3H10N2O2", "method": "wB97M-V/def2-TZVPD", "species": ["C", "C", "O", "N", "C", "N", "H", "H", "H", "H", "H", "H", "H", "H", "O", "H", "H"], "coordinates": [[-0.74562, -1.15091, 1.27203], [0.09835, -0.62696, 0.11152], [1.21934, -0.20567, 0.32938], [-0.48552, -0.55002, -1.11811], [-0.85860, 0.59301, -2.05814], [-0.16808, 1.80205, -1.85832], [-1.49835, -1.84943, 0.90720], [-1.25074, -0.30128, 1.71251], [-0.09914, -1.73307, 1.92059], [-1.09033, -1.31634, -1.34052], [-1.91966, 0.71482, -1.92300], [-0.59852, 0.19406, -3.02806], [0.81688, 1.86497, -2.01243], [-0.45563, 2.29166, -1.03236], [2.20346, 0.32181, 2.99090], [2.73811, -0.47325, 3.09302], [2.09403, 0.42455, 2.03380]], "smiles": "CC(=O)NCN.O", "total_charge": 0}

#Q
{"formula": "C3H10N2O2", "method": "wB97M-V/def2-TZVPD", "species": ["N", "C", "C", "C", "N", "O", "H", "H", "H", "H", "H", "H", "H", "H", "O", "H", "H"], "coordinates": [[-0.22011, -1.63253, 2.50177], [-0.36355, -1.70429, 1.04993], [-0.14609, -0.30743, 0.49892], [-0.31102, -0.01777, -0.96491], [0.83070, 0.33747, -1.60156], [-1.33936, -0.25755, -1.55843], [0.66408, -1.19237, 2.73681], [-0.19997, -2.56563, 2.89334], [0.25795, -2.46784, 0.56676], [-1.38951, -1.99591, 0.85361], [0.70635, 0.22512, 0.95209], [-0.87991, 0.28168, 1.07431], [0.84922, 0.19735, -2.59978], [1.68543, 0.07730, -1.13554], [1.07488, 3.03928, -0.22458], [0.61406, 2.33527, -0.69892], [0.41721, 3.73470, -0.11733]], "smiles": "NCCC(N)=O.O", "total_charge": 0}

Winner for stability: #Q

#P
{"formula": "C3H10N2O2", "method": "wB97M-V/def2-TZVPD", "species": ["C", "N", "O", "C", "C", "N", "H", "H", "H", "H", "H", "H", "H", "H", "O", "H", "H"], "coordinates": [[2.67544, 0.40783, 0.34301], [1.71428, -0.43310, 0.55134], [1.01602, -0.61479, -0.64713], [-0.07797, -1.44266, -0.43586], [-1.49584, -0.82096, -0.25862], [-1.68418, -0.08111, 0.95991], [2.90525, 0.71979, -0.66332], [3.24719, 0.62033, 1.26909], [-0.22426, -2.20720, -1.24887], [0.09431, -2.02520, 0.44912], [-1.66710, -0.13414, -1.09565], [-2.23833, -1.59260, -0.27783], [-1.15929, 0.71547, 1.15529], [-1.95143, -0.69173, 1.73212], [-0.64810, 2.42018, -0.27846], [-0.38399, 3.25666, -0.64554], [-0.12200, 1.90322, -0.90863]], "smiles": "C=NOCCN.O", "total_charge": 0}

#Q
{"formula": "C3H10N2O2", "method": "wB97M-V/def2-TZVPD", "species": ["C", "C", "C", "N", "N", "O", "O", "H", "H", "H", "H", "H", "H", "H", "H", "H", "H"], "coordinates": [[0.39441, 1.10739, -0.35103], [-1.20449, -0.40670, -0.57918], [0.15721, 2.07214, 0.76952], [0.65887, -1.63701, -0.86610], [1.38593, -0.61670, 0.96966], [0.89573, -1.77731, 0.45257], [0.12748, -2.82152, -1.28333], [-0.37002, -3.22111, -0.54330], [1.00870, -0.66556, 1.92357], [-0.13448, 1.36848, -1.26124], [1.42294, 0.92145, -0.61062], [-1.44604, -1.20309, 0.11967], [-1.76760, 0.46909, -0.27308], [-1.40243, -0.62944, -1.62244], [0.36214, 3.09297, 0.42342], [0.79556, 1.87767, 1.63006], [-0.88394, 2.06926, 1.10184]], "total_charge": 0}

#R
{"formula": "C3H10N2O2", "method": "wB97M-V/def2-TZVPD", "species": ["C", "C", "C", "N", "N", "O", "O", "H", "H", "H", "H", "H", "H", "H", "H", "H", "H"], "coordinates": [[0.11163, -0.75170, 0.33954], [0.32883, 0.62599, 0.76239], [-2.31486, 0.13904, -0.40717], [1.80895, 0.86363, -0.10770], [0.35217, -1.22921, -0.92048], [-1.58627, -0.34208, 0.68506], [2.87562, 0.50260, 0.78548], [3.07211, -0.41426, 0.54801], [1.88316, 1.87949, -0.16446], [0.33054, -1.48505, 1.11216], [0.11183, -0.60344, -1.67686], [0.17569, -2.20910, -1.08155], [-0.24121, 1.50540, 0.48420], [0.66653, 0.70502, 1.79084], [-3.36790, 0.22069, -0.11982], [-2.25620, -0.52915, -1.28558], [-1.95059, 1.12211, -0.74406]], "total_charge": 0}

#S
{"formula": "C3H10N2O2", "method": "wB97M-V/def2-TZVPD", "species": ["C", "C", "O", "N", "C", "N", "H", "H", "H", "H", "H", "H", "H", "H", "O", "H", "H"], "coordinates": [[-0.04617, 0.07045, 1.26348], [0.44744, 0.15750, -0.15783], [0.48287, 1.21893, -0.83519], [0.43392, -1.16719, -0.71207], [0.55662, -1.33642, -2.15170], [-0.60628, -1.09721, -3.04855], [-1.09201, -0.39456, 1.31960], [0.80584, -0.43699, 1.87367], [-0.10172, 1.05515, 1.64640], [0.08502, -1.83970, -0.02143], [1.23681, -0.60416, -2.57690], [0.97198, -2.30315, -2.28875], [-1.12004, -0.26367, -2.66635], [-1.35413, -1.81941, -2.76094], [0.01284, 2.76544, 3.38713], [-0.51314, 3.61631, 3.48062], [-0.19988, 2.37870, 4.24882]], "smiles": "CC(=O)NCN.O", "total_charge": 0}

Winner for stability: #S

#P
{"formula": "C3H10N2O2", "method": "wB97M-V/def2-TZVPD", "species": ["N", "C", "N", "C", "C", "O", "H", "H", "H", "H", "H", "H", "H", "H", "O", "H", "H"], "coordinates": [[0.10234, 0.48255, 2.81924], [0.74206, 0.57650, 1.40815], [-0.22036, 0.34124, 0.31343], [0.59210, 0.52804, -0.87732], [0.38680, -0.35498, -2.17139], [-0.63369, -0.29531, -2.81040], [0.52353, -0.39219, 3.26767], [0.20134, 1.33161, 3.33765], [1.44900, 1.44164, 1.31768], [1.42640, -0.31396, 1.36565], [-0.47631, -0.71416, 0.36762], [1.51460, 0.07422, -0.64998], [0.73312, 1.49792, -1.30716], [1.15875, -0.86017, -2.57954], [-2.44464, -1.44491, -1.48143], [-2.83448, -0.60086, -1.77038], [-2.22056, -1.29718, -0.54948]], "smiles": "NCNCC=O.O", "total_charge": 0}

#Q
{"formula": "C3H10N2O2", "method": "wB97M-V/def2-TZVPD", "species": ["C", "C", "O", "N", "C", "N", "H", "H", "H", "H", "H", "H", "H", "H", "O", "H", "H"], "coordinates": [[2.25977, 1.10328, 0.99258], [0.97875, 0.73661, 0.24764], [0.39028, 1.58230, -0.41854], [0.55447, -0.55952, 0.26154], [-0.67967, -0.93005, -0.39585], [-0.72312, -2.36570, -0.54269], [2.04247, 1.98020, 1.59823], [2.56122, 0.27630, 1.63069], [2.99691, 1.30277, 0.22336], [1.05289, -1.26894, 0.76192], [-1.57113, -0.53489, 0.13534], [-0.69357, -0.37488, -1.34528], [-1.60910, -2.68011, -0.91864], [0.06539, -2.69626, -1.08578], [-2.64584, 1.28760, -0.08086], [-3.12063, 1.26948, -0.90789], [-1.85908, 1.87180, -0.15576]], "smiles": "CC(=O)NCN.O", "total_charge": 0}

Winner for stability: #Q

#P
{"formula": "C5H12", "method": "wB97M-V/def2-TZVPD", "species": ["C", "C", "C", "C", "C", "H", "H", "H", "H", "H", "H", "H", "H", "H", "H", "H", "H"], "coordinates": [[2.36210, 0.03138, 1.09758], [1.45541, -0.88523, 0.10809], [-1.44254, -0.31797, -0.34305], [-2.88790, -0.23297, -0.85228], [1.18709, 0.55308, 0.28953], [2.16392, -0.35498, 2.08753], [3.31829, 0.45027, 0.78992], [2.10501, -1.31278, -0.65911], [-1.32212, -0.13372, 0.71870], [-1.01715, -1.31997, -0.43920], [-0.81964, 0.26661, -1.00472], [-3.12295, -1.12610, -1.44166], [-3.62811, -0.18899, -0.04752], [-3.06123, 0.60111, -1.53520], [2.97647, 1.95911, 0.92859], [1.25627, 1.03620, -0.69026], [0.47708, 0.97496, 0.99307]], "spin_multiplicity": 2, "total_charge": -1, "s2": 0.7635}

#Q
{"formula": "C5H12", "method": "wB97M-V/def2-TZVPD", "species": ["C", "C", "H", "H", "H", "H", "C", "C", "C", "H", "H", "H", "H", "H", "H", "H", "H"], "coordinates": [[-1.07251, 2.72766, 1.21459], [-0.84868, 4.08397, 1.46328], [-0.29530, 1.97278, 1.03530], [-1.98841, 2.39458, 0.72074], [0.12921, 4.47428, 1.70279], [-1.64845, 4.81536, 1.55092], [1.14307, -1.59030, 0.38924], [0.47263, -2.48664, -0.65867], [-0.06062, -1.67203, -1.81760], [0.39354, -0.94401, 0.86048], [1.54096, -2.20198, 1.19314], [1.97453, -1.05480, -0.04947], [1.20585, -3.21315, -1.02489], [-0.35403, -3.01240, -0.18190], [-0.71972, -2.24000, -2.46952], [0.72940, -1.27050, -2.45953], [-0.60148, -0.78279, -1.46890]], "spin_multiplicity": 2, "total_charge": -1, "s2": 0.7503}

Winner for stability: #Q

#P
{"formula": "C2H6N2", "method": "wB97M-V/def2-TZVPD", "species": ["C", "N", "H", "H", "H", "C", "N", "H", "H", "H"], "coordinates": [[-1.49731, 1.84840, 0.37619], [-0.26363, 1.89950, 0.57759], [-2.05933, 0.94244, 0.55432], [-2.08843, 2.70374, 0.02284], [0.19069, 2.80507, 0.46146], [1.18368, -2.41856, -0.35737], [0.79031, -1.28351, 0.00694], [0.98053, -3.28368, 0.27486], [1.69862, -2.67726, -1.28991], [1.06487, -0.53614, -0.62693]], "smiles": "C=N.C=N", "total_charge": 0}

#Q
{"formula": "C2H6N2", "method": "wB97M-V/def2-TZVPD", "species": ["N", "C", "C", "N", "H", "H", "H", "H", "H", "H"], "coordinates": [[0.59491, 0.59316, -1.58161], [-0.43000, 0.08445, -0.66074], [-0.34476, 0.18604, 0.67810], [-0.36460, -0.87981, 1.65951], [0.65394, 0.28315, -2.55116], [0.50555, 1.61436, -1.68749], [-0.88939, -0.73945, -1.08314], [0.34642, 1.00626, 1.08456], [0.37567, -1.55279, 1.54781], [-0.44773, -0.59538, 2.59416]], "smiles": "N/C=C/N", "total_charge": 0}

#R
{"formula": "C2H6N2", "method": "wB97M-V/def2-TZVPD", "species": ["C", "N", "C", "N", "H", "H", "H", "H", "H", "H"], "coordinates": [[0.80291, -0.59411, -0.77497], [-0.42968, 0.11374, -0.46620], [-0.64821, 0.62003, 1.23982], [-1.25927, -0.38541, 0.60819], [-0.95939, 0.41253, -1.28662], [1.51872, 0.10025, -1.22236], [1.23294, -1.01360, 0.13298], [0.60769, -1.41741, -1.46850], [-0.18304, 0.47021, 2.22994], [-0.68265, 1.69377, 1.00773]], "total_charge": 0}

#S
{"formula": "C2H6N2", "method": "wB97M-V/def2-TZVPD", "species": ["C", "C", "N", "N", "H", "H", "H", "H", "H", "H"], "coordinates": [[0.47874, 0.73341, 0.01752], [0.78446, -0.76908, 0.02065], [-0.97774, 0.70824, -0.08293], [-1.25378, -0.73742, 0.08984], [0.85107, 1.22538, 0.92416], [0.90710, 1.24596, -0.85277], [1.03312, -1.25359, -0.90554], [1.11386, -1.23581, 0.93201], [-1.43821, 1.17832, 0.69332], [-1.49863, -1.09542, -0.83626]], "total_charge": 0}

Winner for stability: #P

#P
{"formula": "C2H6N2", "method": "wB97M-V/def2-TZVPD", "species": ["H", "N", "C", "N", "C", "H", "H", "H", "H", "H"], "coordinates": [[-1.76656, -0.84643, -0.29565], [-1.04915, -1.57302, -0.64888], [0.18723, -1.13362, -0.58633], [0.74687, 0.00306, 0.03507], [-0.01141, 1.01850, 0.61914], [0.90247, -1.78997, -1.13725], [1.70503, 0.23672, -0.29727], [0.60732, 1.92738, 0.75644], [-0.87830, 1.40159, -0.06156], [-0.44350, 0.75578, 1.61629]], "smiles": "[H]/N=C\\NC", "total_charge": 0}

#Q
{"formula": "C2H6N2", "method": "wB97M-V/def2-TZVPD", "species": ["C", "C", "H", "H", "H", "H", "H", "H", "N", "N"], "coordinates": [[0.80030, -0.62423, 0.61485], [-0.80408, 0.68057, -0.79793], [2.12252, -0.82336, 0.43342], [0.66783, 0.50436, 1.26214], [0.30390, -1.57563, 1.22825], [0.57175, -0.68364, -1.52728], [-1.07251, 0.95691, -1.82119], [-1.22870, 0.79937, 1.11563], [0.04223, -0.45301, -0.67506], [-1.40324, 1.21866, 0.16717]], "total_charge": 0}

Winner for stability: #P